A) DFT (wB97M-V/def2-TZVPD) results for a single C3H5FOS molecule.

Computed properties:
Net charge = 0
E_LUMO = 0.4 eV
Structure (SMILES) = FCCOC=S
Orbital gap = 0.34806 Ha

Element x y z (Å)
F -0.70 2.26 -0.86
C -0.70 0.89 -0.79
C -0.15 0.51 0.58
O -0.20 -0.88 0.83
C 0.73 -1.65 0.35
S 2.13 -1.22 -0.36
H -1.72 0.49 -0.87
H -0.10 0.50 -1.63
H 0.90 0.79 0.83
H -0.71 0.97 1.38
H 0.52 -2.67 0.53

***

B) DFT (wB97M-V/def2-TZVPD) results for a single C3H5FOS molecule.

Computed properties:
Net charge = 0
E_LUMO = 0.2 eV
Structure (SMILES) = FCCOC=S
Orbital gap = 0.34646 Ha

Element x y z (Å)
F 1.92 1.30 1.82
C 1.63 0.01 1.26
C 0.35 0.07 0.63
O 0.12 -1.11 -0.15
C -0.91 -1.04 -0.99
S -1.73 0.30 -1.44
H 1.90 -0.67 2.08
H 2.37 -0.16 0.49
H -0.45 0.28 1.32
H 0.34 0.87 -0.05
H -1.15 -2.03 -1.42

***

Which structure wins on stability? A) wins.

***

A) DFT (wB97M-V/def2-TZVPD) results for a gas-phase ion, C6H8 (charge +1).

Computed properties:
2S+1 = 2
Expectation value of S² = 0.8284
Net charge = +1
E_LUMO (spin up / spin down) = -6.2 / -7.0 eV
Orbital gap (spin up / spin down) = 0.27188 / 0.29678 Ha

Element x y z (Å)
C -0.57 -1.77 -0.46
C -0.33 -1.99 0.88
C 0.57 0.43 -0.64
C 0.00 -0.71 -1.19
C 0.30 2.55 0.47
C 0.01 1.23 0.37
H -1.19 -2.51 -0.96
H -0.22 -3.03 1.18
H -0.24 -1.29 1.70
H 1.45 0.87 -1.10
H 0.01 -0.84 -2.27
H 0.90 2.99 -0.33
H 0.06 3.21 1.29
H -0.75 0.85 1.04

***

B) DFT (wB97M-V/def2-TZVPD) results for a gas-phase ion, C6H8 (charge +1).

Computed properties:
2S+1 = 2
Expectation value of S² = 0.7723
Net charge = +1
E_LUMO (spin up / spin down) = -4.3 / -8.5 eV
Orbital gap (spin up / spin down) = 0.38564 / 0.23565 Ha

Element x y z (Å)
C 0.58 -1.02 -0.42
C 1.34 -0.67 -1.46
C 0.48 -0.10 1.91
C 0.13 -0.04 0.62
C -0.61 1.03 -0.11
C -1.89 0.82 -0.47
H 0.24 -2.03 -0.22
H 1.95 -1.30 -2.09
H 1.48 0.36 -1.77
H 0.16 0.54 2.72
H 1.16 -0.90 2.16
H 0.00 1.88 -0.37
H -2.46 1.64 -0.88
H -2.31 -0.17 -0.39

***

Which structure wins on stability? A) wins.

***

A) DFT (wB97M-V/def2-TZVPD) results for a molecular structure, C7H13O.

Computed properties:
Net charge = -1
E_LUMO = 3.2 eV
Orbital gap = 0.23366 Ha

Element x y z (Å)
C 2.04 1.94 -0.16
O 2.25 2.22 1.16
C 0.76 1.23 -0.43
C 0.56 -0.04 0.19
C -0.54 -0.94 -0.26
C -1.84 -0.56 -0.40
C -2.86 -1.65 -0.30
C -0.05 -2.37 -0.25
H 2.20 2.86 -0.76
H 2.90 1.26 -0.52
H 0.14 1.12 0.59
H 0.52 1.32 -1.48
H -2.57 2.36 1.57
H 1.33 -0.53 0.75
H -1.92 2.25 1.90
H -3.86 -1.45 -0.74
H -2.71 -2.66 -0.76
H -2.99 -2.06 0.73
H -0.58 -2.84 -1.08
H -0.34 -2.97 0.65
H 1.02 -2.59 -0.30

***

B) DFT (wB97M-V/def2-TZVPD) results for a gas-phase ion, C7H13O (charge -1).

Computed properties:
Net charge = -1
E_LUMO = 4.0 eV
Orbital gap = 0.18246 Ha

Element x y z (Å)
C 0.16 -2.76 -0.20
O -0.45 -2.28 0.98
C 0.82 -1.51 -0.79
C 1.76 -0.62 0.01
C 1.07 0.52 0.66
C -2.00 2.66 -0.16
C -0.75 2.25 0.51
C -0.10 1.12 0.15
H -0.64 -3.12 -0.84
H 0.70 -3.62 0.22
H -0.09 -0.94 -0.98
H 1.19 -1.82 -1.81
H 2.54 -0.23 -0.70
H 2.38 -1.24 0.85
H -0.15 -1.34 1.29
H 1.60 0.92 1.50
H -1.86 3.52 -0.97
H -2.65 3.03 0.57
H -2.57 1.99 -0.77
H -0.40 2.88 1.22
H -0.59 0.59 -0.73

***

Which structure wins on stability? B) wins.

***

A) DFT (wB97M-V/def2-TZVPD) results for 2 unconnected molecules or ions with the total composition C2H3BrFN.

Computed properties:
Net charge = 0
E_LUMO = 0.6 eV
Structure (SMILES) = BrC1=NC1.F
Orbital gap = 0.40196 Ha

Element x y z (Å)
Br 2.40 -0.59 0.44
C 0.59 -0.32 0.35
N -0.40 0.38 0.62
C -0.67 -0.97 -0.16
H -0.93 -0.92 -1.23
H -1.15 -1.71 0.33
F 0.33 2.10 -0.64
H -0.16 2.03 0.30

***

B) DFT (wB97M-V/def2-TZVPD) results for 2 unconnected molecules or ions with the total composition C2H3BrFN.

Computed properties:
Net charge = 0
E_LUMO (spin up / spin down) = -1.0 / -1.0 eV
Orbital gap (spin up / spin down) = 0.35551 / 0.35547 Ha

Element x y z (Å)
C 0.15 -0.14 0.48
C 1.52 0.13 0.00
N 0.60 -0.33 -0.89
F 1.49 2.26 -0.36
Br 3.25 -0.30 0.11
H -0.09 -0.98 1.01
H -0.60 0.71 0.56
H 0.07 0.33 -1.46

***

Which structure wins on stability? A) wins.